(1)
Below is a structure of composition C31H36Ge2N2S2SiV, with properties calculated with wB97M-V/def2-TZVPD.

XYZ file:
```
75
Properties=species:S:1:pos:R:3:forces:R:3:mulliken_charge:R:1
V -0.434158 -0.248113 -0.725200 -0.5 0.0 -0.2 0.371
C -1.818307 1.475593 -4.333275 0.0 0.0 0.1 -1.795
C -2.313685 0.959605 -3.013872 0.0 -0.1 0.0 1.005
C -2.135136 -0.376445 -2.654245 -0.3 0.1 -0.2 -0.399
C -2.585615 -0.853236 -1.415018 -0.7 -0.1 -0.2 -1.361
C -3.186064 0.027581 -0.513710 0.0 -0.1 0.0 -0.302
C -3.388265 1.355596 -0.880985 0.0 0.1 -0.1 -0.032
C -2.967636 1.809269 -2.120728 0.0 0.0 0.1 -0.614
H -2.651715 1.616141 -5.024345 0.0 0.0 0.0 0.409
H -1.108157 0.783974 -4.782928 0.0 0.0 0.0 0.376
H -1.326625 2.440282 -4.202332 0.0 0.0 0.0 0.349
H -1.712809 -1.068702 -3.369009 0.1 0.0 0.1 0.596
H -2.578125 -1.918915 -1.221091 0.2 0.0 0.1 0.674
H -3.563805 -0.328636 0.435470 0.1 0.0 0.0 0.422
H -3.886356 2.031705 -0.198443 0.0 0.0 0.0 0.519
H -3.130093 2.844102 -2.397779 0.0 0.0 0.0 0.407
S 0.067103 1.988222 -0.999213 -0.1 0.9 -0.1 -0.697
C 1.739567 1.510475 -0.866625 0.5 -0.1 0.2 1.305
S 1.901282 -0.052452 -0.187380 0.4 0.1 -0.1 -0.547
C 2.788110 2.298487 -1.259528 -0.3 -0.2 0.0 0.814
C 4.124329 1.887920 -0.992964 0.3 0.0 0.0 -0.341
N 5.202692 1.575463 -0.738626 -0.1 0.0 -0.1 -0.539
C 2.577024 3.523831 -1.945531 0.0 0.3 -0.1 -0.136
N 2.400478 4.503949 -2.524378 0.0 0.0 0.1 -0.565
C 1.438825 -5.599781 -2.289065 0.1 0.2 -0.1 -0.975
Si 1.691467 -3.996240 -3.247164 0.1 -0.1 0.0 -0.178
C 1.009141 -4.156355 -4.997701 0.1 0.0 0.2 -0.982
C 3.501239 -3.482664 -3.300434 -0.2 -0.1 0.0 -0.951
C 0.776027 -2.682372 -2.332792 0.0 -0.2 -0.1 -0.211
C 0.264995 -1.786876 -1.673591 0.4 -1.5 -0.7 0.282
H 1.954815 -6.438738 -2.760544 0.0 0.0 0.0 0.325
H 0.377306 -5.846419 -2.227987 0.0 0.0 0.0 0.307
H 1.819246 -5.496627 -1.271078 0.0 0.0 0.0 0.299
H 1.504672 -4.967366 -5.535780 0.0 0.0 0.0 0.315
H 1.171553 -3.234920 -5.560199 0.0 0.0 0.0 0.299
H -0.062318 -4.364485 -4.989833 0.0 0.0 0.0 0.303
H 4.138556 -4.260505 -3.726035 0.0 0.0 0.0 0.332
H 3.861149 -3.257638 -2.295070 0.0 0.0 0.0 0.291
H 3.617302 -2.581677 -3.905636 0.0 0.0 0.0 0.308
C -1.726191 -2.405952 1.889061 0.2 0.3 0.1 -1.136
Ge -0.197800 -1.337994 2.581390 -0.1 -0.4 0.0 1.011
C -0.300546 -1.326967 4.563711 0.0 0.2 -0.3 -1.253
C 1.384296 -2.384926 2.036617 -0.1 0.3 0.0 -1.137
Ge -0.168865 0.948990 1.473415 0.2 0.7 1.7 -0.464
C 1.331648 2.004570 2.205091 -0.3 -0.2 -0.1 0.652
C 1.599293 3.305154 1.785018 -0.1 0.1 0.0 0.105
C 2.698269 3.996169 2.275195 0.0 0.0 0.0 -0.777
C 3.537195 3.395085 3.200898 0.0 0.0 0.0 -0.541
C 3.271688 2.106689 3.640682 0.0 0.0 0.1 -0.808
C 2.179115 1.416177 3.141281 -0.1 0.0 -0.1 -0.035
C -1.841740 1.904846 1.966559 0.3 -0.1 -0.2 0.311
C -2.051025 3.232539 1.603350 0.0 0.0 0.0 0.141
C -3.188067 3.907644 2.022391 0.0 0.0 0.0 -0.830
C -4.135379 3.256498 2.801028 -0.1 0.0 0.0 -0.572
C -3.938554 1.932953 3.169402 -0.1 0.0 0.0 -0.840
C -2.794261 1.265235 2.754735 0.1 0.0 0.0 -0.031
H -1.693347 -3.391041 2.356786 0.0 0.0 0.0 0.524
H -1.609970 -2.542110 0.811437 0.0 -0.1 0.0 0.218
H -2.698872 -1.960008 2.096414 0.0 0.0 0.0 0.330
H -0.301613 -2.370911 4.881516 0.0 0.0 0.0 0.479
H -1.209091 -0.846311 4.924415 0.0 0.0 0.0 0.380
H 0.556603 -0.825653 5.010525 0.0 0.0 0.0 0.387
H 1.383120 -3.327328 2.586807 -0.1 0.0 0.0 0.513
H 2.320577 -1.864400 2.236194 0.0 0.0 0.0 0.368
H 1.333541 -2.602209 0.968225 0.0 0.0 0.0 0.215
H 0.957343 3.790661 1.060015 0.0 0.0 0.0 0.259
H 2.907314 4.998002 1.921953 0.0 0.0 0.0 0.421
H 4.403356 3.928681 3.570454 0.0 0.0 0.0 0.380
H 3.927737 1.638335 4.363413 0.0 0.0 0.0 0.419
H 1.992415 0.399273 3.470010 0.1 0.0 0.0 0.011
H -1.324888 3.743008 0.980460 0.0 0.0 0.0 0.173
H -3.336709 4.944054 1.745381 0.0 0.0 0.0 0.411
H -5.027523 3.780403 3.119831 0.0 0.0 0.0 0.381
H -4.673352 1.427475 3.783684 0.0 0.0 0.0 0.433
H -2.643725 0.230334 3.047298 0.0 0.0 0.0 0.222
```
Positions in Å, forces in eV/Å.

Summary:
DFT total energy ... -203977.3102 eV
Expectation value of S² ... 3.79
2S+1 ... 4
Frontier orbital gap (spin up / spin down) ... 6.80 / 6.16 eV

(2)
Below is a structure of composition C31H36N3Tc, with properties calculated with wB97M-V/def2-TZVPD.

XYZ file:
```
71
Properties=species:S:1:pos:R:3:forces:R:3:mulliken_charge:R:1
C 1.291564 -1.652530 -0.305184 0.0 -1.0 -1.0 0.424
C 1.861687 -1.051334 -1.497529 -0.7 -0.4 0.9 1.065
C 1.005193 -1.281647 -2.595114 -0.2 0.0 0.8 0.477
C -0.109331 -2.040390 -2.153105 0.4 -0.1 1.5 0.423
C 0.054311 -2.326932 -0.728992 1.1 -1.0 -0.7 1.327
Tc -0.417196 -0.414165 -0.162789 1.2 1.7 -4.2 0.158
C -3.528914 1.024635 -2.049765 7.2 1.5 1.0 0.333
C -2.897050 0.593178 -0.814444 -1.3 1.7 -2.7 -0.440
H -2.618819 1.405301 -0.050161 -1.2 -1.3 -0.9 0.114
C -2.414433 -0.797168 -0.557201 -1.4 0.3 0.3 -0.365
H -2.663287 -1.450963 -1.404496 0.1 0.2 0.4 0.277
H -2.961302 -1.108475 0.345484 0.2 -0.5 -0.1 0.572
C -3.260322 2.631205 -2.252692 -1.7 0.1 0.7 -1.117
H -2.548241 3.048173 -1.488583 -0.7 -0.5 -0.5 0.239
H -2.835006 2.907455 -3.257015 -0.6 -0.6 0.9 0.294
H -4.228717 3.201625 -2.113196 1.1 -0.5 -0.3 0.359
C -2.770901 0.360554 -3.347117 -1.1 -1.7 0.0 -0.970
H -1.745533 -0.067764 -3.103595 -1.3 0.5 0.1 0.016
H -3.363470 -0.495536 -3.797431 0.7 0.9 0.4 0.306
H -2.573583 1.080916 -4.174751 -0.6 -0.3 0.8 0.463
C 3.232603 -0.521096 -1.568303 0.5 0.6 -0.1 -1.303
H 3.571520 -0.189259 -0.583328 0.1 -0.1 -0.2 0.359
H 3.945836 -1.264307 -1.960860 -0.3 0.1 0.2 0.320
H 3.272927 0.351737 -2.218633 0.2 -0.3 0.0 0.185
C 1.321707 -0.953180 -4.009605 -0.2 0.4 -0.3 -1.640
H 1.865259 -0.005766 -4.078594 0.0 -0.1 0.0 0.292
H 1.945412 -1.732970 -4.473093 -0.2 0.1 0.2 0.316
H 0.406105 -0.859541 -4.604479 0.2 0.0 0.0 0.327
C -1.055850 -2.767089 -3.035008 -0.5 0.1 -0.3 -1.649
H -1.264599 -2.205177 -3.954205 0.0 -0.2 0.2 0.345
H -0.631942 -3.739823 -3.333685 0.0 0.3 0.2 0.369
H -2.005482 -2.970259 -2.528511 0.2 0.0 -0.2 0.386
C -0.513223 -3.526300 -0.051595 -0.1 -0.3 -0.1 -2.024
H -1.568011 -3.650256 -0.312735 0.1 -0.1 0.1 0.368
H 0.035739 -4.427985 -0.358736 -0.2 0.1 0.1 0.376
H -0.435681 -3.429844 1.032083 0.0 -0.2 -0.1 0.333
C 2.112918 -2.059137 0.870971 0.2 -0.1 0.2 -1.336
H 1.498698 -2.166210 1.766873 0.4 -0.2 -0.3 0.154
H 2.610073 -3.016388 0.659073 0.0 0.2 0.1 0.291
H 2.880853 -1.305558 1.068673 -0.1 -0.2 0.1 0.400
C 1.857595 2.161492 -1.883116 -4.5 3.2 -0.2 -0.115
C 0.562523 2.599548 -2.456966 0.6 -2.3 0.1 0.354
C 2.949495 2.732011 -2.474908 0.9 0.0 1.1 -0.520
C 0.600878 2.643241 -3.837208 -1.3 0.4 -1.8 -0.215
H -0.547180 2.753126 -2.329425 1.3 -1.0 2.1 -0.054
C 2.910468 3.108504 -3.792038 -1.7 -0.5 -1.4 -0.277
H 3.800076 2.985208 -1.823992 0.0 -0.6 -0.6 0.409
C 1.715975 2.949759 -4.562356 2.3 -0.5 3.1 -0.795
H -0.367716 2.530504 -4.383968 0.8 0.5 0.5 0.245
H 3.782308 3.469949 -4.233398 1.3 0.7 -0.7 0.481
H 1.682843 3.099041 -5.580028 0.0 0.4 -2.1 0.567
N 0.219114 1.045381 10.367143 0.0 0.0 -0.1 -0.422
C 0.195120 0.920693 9.225331 0.0 0.0 -0.6 -0.050
C 0.165090 0.769053 7.775623 -0.1 0.0 0.1 0.444
C -0.548898 1.684048 6.990121 0.2 0.0 0.0 -1.036
C -0.597498 1.527843 5.607643 0.0 -0.2 0.1 -0.403
C 0.016624 0.420122 5.016633 0.2 -0.1 1.1 1.506
C 0.752962 -0.484353 5.789866 -0.1 0.3 0.2 -0.363
C 0.835219 -0.300725 7.169693 -0.1 0.0 -0.1 -0.914
N -0.200727 0.137689 3.644660 0.2 0.1 -1.2 0.336
C -0.107382 -1.093726 3.056292 -0.8 0.5 -0.1 -0.696
C -0.739005 -1.024945 1.777402 -0.7 0.3 2.0 0.231
N -0.961908 0.394732 1.563481 -0.5 0.7 2.8 -0.309
C -0.681483 1.036488 2.717965 0.2 -1.6 -1.1 -0.792
H -1.074390 2.509801 7.468932 0.2 -0.2 -0.2 0.431
H -1.147381 2.242879 4.997590 0.0 -0.2 0.3 0.213
H 1.263889 -1.326515 5.327757 -0.1 0.2 0.1 0.390
H 1.405362 -0.996451 7.785580 -0.2 0.2 -0.2 0.436
H 0.166606 -1.981752 3.603601 -0.2 0.2 0.1 0.546
H -1.591172 -1.725135 1.713900 0.4 0.1 -0.3 0.149
H -0.818915 2.084773 2.939589 0.2 -0.1 -0.3 0.399
```
Positions in Å, forces in eV/Å.

Summary:
DFT total energy ... -39382.7616 eV
Expectation value of S² ... 3.82
2S+1 ... 4
Frontier orbital gap (spin up / spin down) ... 6.11 / 6.58 eV
Charge ... +1

(3)
Below is a structure of composition C31H37CaF5N3OSTe, with properties calculated with wB97M-V/def2-TZVPD.

XYZ file:
```
80
Properties=species:S:1:pos:R:3:forces:R:3:mulliken_charge:R:1
Ca -0.143529 0.135338 -0.273735 1.4 -0.3 1.7 1.476
C -3.756566 -3.580486 -2.703748 0.0 0.0 0.0 -1.593
C -3.956213 -2.958971 -1.319400 0.0 0.0 0.0 1.831
C -5.425427 -3.025220 -0.899589 0.0 0.0 0.0 -1.703
C -3.043490 -3.612625 -0.294204 -0.1 -0.1 -0.1 0.667
C -3.196551 -4.979208 -0.059249 0.0 0.0 0.0 -0.384
C -2.353711 -5.668251 0.790059 0.0 0.0 0.0 -1.617
C -1.312949 -4.989724 1.407545 0.0 0.0 0.0 -0.352
C -1.125547 -3.629460 1.211314 0.0 0.0 0.0 0.532
C 0.053945 -2.925584 1.845019 0.0 -0.1 -0.1 2.046
C 1.279131 -3.075895 0.935325 0.0 0.1 0.0 -1.186
C 0.381855 -3.408486 3.255155 0.0 0.0 0.0 -1.886
C -2.013486 -2.929526 0.371590 0.0 0.2 0.0 -1.210
N -1.814128 -1.532463 0.186376 -0.2 0.0 -0.1 0.806
C -2.828481 -0.752393 0.399952 -0.1 0.4 0.2 -0.399
C -2.883334 0.680414 0.293613 0.1 -0.2 -0.1 0.515
C -3.896812 1.450927 0.868597 -0.2 0.0 0.0 -1.686
C -3.510958 2.781947 0.738276 -0.1 -0.1 0.1 -1.031
C -2.265301 2.770259 0.093088 0.1 0.0 -0.2 -1.112
N -1.890451 1.518756 -0.213953 -0.6 0.2 0.5 0.860
C -1.371706 3.978450 -0.114421 0.0 0.0 0.1 2.926
C -0.603528 4.234747 1.194277 0.0 0.0 0.0 -1.592
C -2.227343 5.211710 -0.426921 0.0 0.0 -0.1 -2.032
C -0.348038 3.792313 -1.234849 0.0 0.0 0.0 -1.535
H -4.325600 -3.023425 -3.451181 0.0 0.0 0.0 0.404
H -4.085914 -4.622866 -2.724244 0.0 0.0 0.0 0.337
H -2.706743 -3.543566 -2.997243 0.0 0.0 0.0 0.376
H -3.689335 -1.910930 -1.413115 0.0 0.0 0.0 -0.571
H -5.774898 -4.058923 -0.835246 0.0 0.0 0.0 0.320
H -6.049403 -2.501475 -1.627290 0.0 0.0 0.0 0.443
H -5.582332 -2.560023 0.075968 0.0 0.0 0.0 0.358
H -3.994529 -5.510147 -0.566292 0.0 0.0 0.0 0.318
H -2.496107 -6.728144 0.962939 0.0 0.0 0.0 0.358
H -0.636218 -5.528075 2.060451 0.0 0.0 0.0 0.265
H -0.183046 -1.867402 1.923277 0.0 0.1 0.0 -0.336
H 1.535027 -4.132348 0.814841 0.0 0.0 0.0 0.386
H 2.142012 -2.556073 1.357667 0.0 0.0 0.0 0.272
H 1.091765 -2.670818 -0.064818 0.0 0.0 0.0 0.213
H 0.845681 -4.399453 3.252509 0.0 0.0 0.0 0.361
H -0.514191 -3.452715 3.876831 0.0 0.0 0.0 0.422
H 1.084834 -2.713580 3.719239 0.0 0.0 0.0 0.363
H -3.756855 -1.190996 0.779711 0.0 0.0 0.0 0.301
H -4.792480 1.064589 1.334032 0.0 0.0 0.0 0.504
H -4.045099 3.649449 1.093018 0.0 0.0 0.0 0.399
H -1.291280 4.307512 2.038953 0.0 0.0 0.0 0.350
H -0.041478 5.171674 1.117426 0.0 0.0 0.0 0.484
H 0.091198 3.421975 1.409346 0.0 0.0 0.0 0.160
H -2.806082 5.523398 0.444690 0.0 0.0 0.0 0.363
H -2.919540 5.010553 -1.246905 0.0 0.0 0.0 0.402
H -1.582964 6.046824 -0.715440 0.0 0.0 0.0 0.439
H 0.205739 2.856006 -1.127050 0.0 0.0 0.0 0.010
H 0.379872 4.606956 -1.193394 0.0 0.0 0.0 0.527
H -0.812901 3.792920 -2.217609 0.0 0.0 0.0 0.276
C 2.822964 0.095033 -2.222854 0.0 0.0 0.0 -1.101
C 3.340717 0.101634 -0.811625 0.0 0.0 -0.1 0.678
C 4.734403 -0.023810 -0.594365 -0.1 0.0 -0.1 -0.981
C 5.200277 -0.083743 0.677150 0.0 0.0 0.1 -0.896
C 4.304680 0.001040 1.765413 0.1 0.0 0.1 1.036
C 4.773170 -0.102772 3.097247 0.0 0.0 -0.2 -0.873
C 3.877521 -0.012447 4.119771 -0.2 0.0 0.1 -0.684
C 2.514574 0.211424 3.857415 0.1 0.0 0.1 -0.611
C 1.998537 0.338838 2.580307 -0.1 0.0 -0.3 0.981
S 0.303130 0.702967 2.365723 0.3 0.0 0.2 -0.414
C 2.932314 0.188135 1.484074 -0.3 0.0 -0.2 -1.140
N 2.479964 0.210865 0.176868 0.0 0.0 0.4 0.569
H 3.646120 0.055372 -2.935024 0.0 0.0 0.0 0.440
H 2.225135 0.981703 -2.433487 0.0 0.0 0.0 0.181
H 2.176822 -0.764514 -2.398856 0.0 0.0 0.0 0.135
H 5.401640 -0.083566 -1.443913 0.0 0.0 0.0 0.404
H 6.260261 -0.197228 0.877738 0.0 0.0 0.0 0.368
H 5.830802 -0.255652 3.275602 0.0 0.0 0.0 0.337
H 4.212144 -0.101647 5.146729 0.0 0.0 0.0 0.356
H 1.818822 0.304400 4.682103 0.0 0.0 0.0 0.474
F -3.062154 -0.175337 -2.661142 0.0 -0.2 0.4 -0.545
Te -1.486852 0.346941 -3.485212 0.6 -0.7 -1.2 2.148
F -0.178503 1.156928 -4.544626 0.3 -0.1 -0.3 -0.411
F -2.025119 2.067541 -3.074105 0.2 0.3 0.4 -0.438
F -1.426873 -1.361643 -4.242432 0.2 -0.2 -0.2 -0.413
F -2.538707 0.635635 -5.008050 -0.2 0.1 0.0 -0.398
O -0.164703 -0.190666 -2.343140 -1.4 0.7 -1.4 -1.044
```
Positions in Å, forces in eV/Å.

Summary:
DFT total energy ... -89428.2618 eV
2S+1 ... 1
Frontier orbital gap ... 6.91 eV
Charge ... -1

Q: Which value of 2S+1 does entry 3 give?
A: 1